(1)
Below is a structure of composition C28H30BrIrN2O3, with properties calculated with the ωB97M-V functional and the def2-TZVPD basis.

Each line ends with the natural charge from an NBO analysis.
CARTESIAN COORDINATES (ANGSTROEM)
Ir 0.317 0.070 -0.144  1.279
O -0.297 -1.325 -1.505  -0.709
C -1.493 -1.599 -1.923  0.393
C -1.620 -2.427 -3.063  -0.238
C -2.847 -2.750 -3.580  -0.170
C -4.024 -2.275 -2.975  -0.281
C -3.927 -1.486 -1.864  -0.128
C -2.678 -1.130 -1.309  -0.251
C -2.678 -0.299 -0.156  0.160
N -1.647 0.118 0.496  -0.298
N -1.833 0.855 1.637  -0.394
C -0.799 1.575 1.923  0.546
O 0.164 1.750 1.072  -0.729
C -0.714 2.213 3.254  -0.054
C 0.472 2.834 3.630  -0.196
C 0.605 3.373 4.901  -0.216
C -0.451 3.306 5.798  -0.196
C -1.644 2.704 5.417  -0.217
C -1.778 2.159 4.152  -0.190
H -0.704 -2.780 -3.518  0.218
H -2.909 -3.365 -4.468  0.215
H -4.990 -2.529 -3.390  0.217
H -4.825 -1.108 -1.388  0.208
H -3.647 0.020 0.221  0.211
H 1.291 2.880 2.925  0.234
H 1.539 3.833 5.195  0.214
H -0.345 3.717 6.794  0.213
H -2.470 2.648 6.115  0.214
H -2.698 1.680 3.845  0.234
C 6.314 -4.512 2.620  -0.609
C 6.198 -3.357 1.625  -0.056
C 7.076 -2.198 2.122  -0.598
C 6.709 -3.833 0.258  -0.598
C 4.758 -2.862 1.484  -0.053
C 4.473 -1.821 0.619  -0.234
C 3.179 -1.353 0.530  -0.136
Br 2.820 0.099 -0.660  0.193
C 2.101 -1.844 1.250  0.254
O 0.878 -1.333 1.190  -0.630
C 2.377 -2.942 2.103  0.036
C 3.685 -3.399 2.198  -0.169
C 1.235 -3.586 2.896  -0.096
C 1.724 -4.736 3.780  -0.606
C 0.196 -4.154 1.914  -0.605
C 0.571 -2.548 3.817  -0.606
H 7.354 -4.835 2.684  0.213
H 5.714 -5.368 2.304  0.211
H 5.994 -4.207 3.618  0.211
H 8.115 -2.525 2.208  0.206
H 6.737 -1.856 3.102  0.213
H 7.044 -1.352 1.436  0.204
H 7.737 -4.192 0.347  0.206
H 6.698 -3.026 -0.475  0.204
H 6.089 -4.647 -0.120  0.213
H 5.246 -1.363 0.015  0.219
H 3.876 -4.221 2.869  0.212
H 2.170 -5.539 3.190  0.206
H 0.869 -5.153 4.315  0.215
H 2.445 -4.391 4.524  0.207
H 0.645 -4.936 1.298  0.205
H -0.196 -3.376 1.262  0.232
H -0.637 -4.591 2.471  0.204
H 1.298 -2.157 4.532  0.205
H -0.243 -3.017 4.373  0.203
H 0.162 -1.716 3.248  0.236

Maximum force = 0.0604 hartree/bohr
Molecular weight = 714.680 g/mol

(2)
Below is a structure of composition C28H30ClN8O7Tl, with properties calculated with the ωB97M-V functional and the def2-TZVPD basis.

Each line ends with the Löwdin charge.
CARTESIAN COORDINATES (ANGSTROEM)
Tl -0.487 -0.077 1.376  0.880
N -2.075 1.991 2.574  -0.054
C -3.524 1.966 2.421  -0.228
C -4.079 0.572 2.072  -0.609
O -5.305 0.416 2.332  -0.109
N -3.218 -0.255 1.523  -0.037
C -3.650 -1.631 1.329  -0.195
C -2.783 -2.656 2.110  -0.711
O -3.382 -3.591 2.689  -0.087
O -1.530 -2.475 2.026  -0.217
H -1.767 1.385 3.328  0.030
H -1.708 2.916 2.759  0.063
H -3.804 2.636 1.598  0.091
H -4.078 2.306 3.301  0.092
H -3.484 -1.942 0.278  0.080
H -4.690 -1.811 1.596  0.092
O 2.689 -4.633 -5.351  0.049
N 1.672 -4.055 -5.014  -0.344
O 0.696 -3.965 -5.730  0.061
C 1.620 -3.445 -3.677  -0.076
C 2.763 -3.510 -2.965  0.054
C 2.873 -2.925 -1.677  -0.141
C 4.053 -3.002 -0.911  -0.021
C 4.094 -2.400 0.314  -0.040
C 2.949 -1.708 0.760  -0.089
N 1.844 -1.631 0.062  0.111
C 1.782 -2.233 -1.133  -0.144
C 0.532 -2.177 -1.883  -0.138
N -0.495 -1.536 -1.302  0.127
C -1.664 -1.521 -1.889  -0.106
C -1.887 -2.151 -3.122  -0.028
C -0.848 -2.778 -3.753  -0.010
C 0.428 -2.805 -3.146  -0.063
H 3.613 -4.014 -3.403  0.124
H 4.908 -3.540 -1.305  0.112
H 4.978 -2.445 0.935  0.102
H 2.940 -1.195 1.720  0.121
H -2.457 -1.003 -1.352  0.097
H -2.873 -2.145 -3.566  0.105
H -1.001 -3.260 -4.702  0.092
Cl 5.005 1.116 7.676  0.536
C 3.636 0.928 6.577  -0.699
C 2.518 0.165 6.980  -0.141
C 1.450 0.031 6.146  -0.018
C 1.369 0.657 4.831  -0.400
O 0.326 0.537 4.162  -0.110
C 2.578 1.372 4.437  -0.135
C 2.807 1.983 3.141  -0.282
O 2.144 1.935 2.122  -0.044
C 3.654 1.503 5.342  -0.123
H 2.525 -0.311 7.954  0.089
H 0.588 -0.556 6.440  0.108
H 3.771 2.552 3.116  0.101
H 4.524 2.073 5.030  0.093
C 1.373 1.730 -1.832  -0.054
N 0.212 2.091 -2.628  -0.166
C 0.340 1.829 -4.044  -0.085
C -1.021 2.158 -1.996  -0.454
N -1.127 1.849 -0.772  0.129
N -2.081 2.579 -2.847  -0.190
C -3.411 2.327 -2.314  -0.081
C -1.938 3.946 -3.323  -0.087
H 2.224 2.360 -2.109  0.082
H 1.649 0.682 -2.008  0.075
H 1.157 1.857 -0.775  0.062
H 0.813 0.853 -4.207  0.079
H 0.965 2.586 -4.533  0.077
H -0.638 1.819 -4.516  0.077
H -2.043 1.986 -0.357  0.031
H -3.473 1.316 -1.917  0.083
H -4.136 2.431 -3.124  0.081
H -3.690 3.025 -1.514  0.088
H -0.934 4.113 -3.711  0.072
H -2.121 4.678 -2.523  0.090
H -2.656 4.131 -4.125  0.079

Maximum force = 0.0145 hartree/bohr
Molecular weight = 830.433 g/mol
Charge = -2

Relative energy (zero: lowest compared OMol25 entry of this formula, charge and spin) across the listed records, respectively: 0.0 222.9 kJ/mol.